<i>
ORCA calculation (ωB97M-V with the def2-TZVPD basis set) on an isolated ion of composition C6H17N2 and charge +1.

Computed properties:
Lowest unoccupied orbital energy ... -3.0 eV
Gap between HOMO and LUMO ... 10.07 eV

```
! RIJCOSX wB97M-V def2-TZVPD def2/J DEFGRID3
* xyz 1 1
C -2.727 -1.626 0.709
C -2.377 -0.561 1.750
C -1.051 0.203 1.491
N -0.674 0.402 0.093
C 0.250 -0.609 -0.446
C 1.657 -0.109 -0.206
N 1.868 1.170 -0.986
C 2.882 1.087 -2.080
H -1.942 -2.338 0.481
H -3.595 -2.200 1.045
H -3.124 -1.119 -0.178
H -3.222 0.131 1.751
H -2.244 -0.987 2.736
H -0.281 -0.375 1.985
H -1.082 1.151 2.014
H -1.486 0.340 -0.504
H 0.178 -1.610 -0.022
H 0.063 -0.757 -1.512
H 1.839 0.122 0.841
H 2.420 -0.837 -0.449
H 0.938 1.387 -1.358
H 2.054 1.936 -0.342
H 3.654 0.369 -1.840
H 3.401 2.044 -2.160
H 2.387 0.847 -3.009
*
```

Charges obtained by natural (NBO) population analysis, quoted in units of e: -0.6248 -0.4121 -0.2251 -0.6591 -0.2537 -0.2276 -0.5045 -0.4239 0.2003 0.2387 0.1999 0.2106 0.2183 0.1813 0.2077 0.3784 0.2179 0.2107 0.2296 0.2296 0.4504 0.4418 0.2358 0.2415 0.2383


<ii>
ORCA calculation (ωB97M-V with the def2-TZVPD basis set) on a 2-piece molecular cluster, C6H17N2 overall.

Computed properties:
Lowest unoccupied orbital energy ... -7.2 eV
Gap between HOMO and LUMO ... 6.23 eV

```
! RIJCOSX wB97M-V def2-TZVPD def2/J DEFGRID3
* xyz 1 1
C -1.764 0.808 -0.465
N -0.485 0.717 0.174
C 0.651 0.536 -0.742
C 1.936 0.243 0.034
C 1.741 -0.990 0.943
C 3.114 -0.004 -0.891
C -2.716 -0.375 -0.241
N -2.556 -0.876 1.070
H -1.636 0.941 -1.548
H -2.307 1.752 -0.080
H -0.363 1.500 0.804
H 0.424 -0.328 -1.384
H 0.770 1.438 -1.347
H 2.156 1.095 0.678
H 1.492 -1.874 0.355
H 0.963 -0.847 1.683
H 2.648 -1.166 1.536
H 2.909 -0.759 -1.650
H 3.381 0.943 -1.360
H 4.005 -0.349 -0.357
H -3.723 0.058 -0.276
H -2.672 -1.106 -1.046
H -1.782 -1.501 1.251
H -3.299 -0.861 1.747
H -2.888 1.005 1.112
*
```

Charges obtained by natural (NBO) population analysis, quoted in units of e: -0.1985 -0.6165 -0.2156 -0.2245 -0.6100 -0.6081 -0.2894 -0.6519 0.2423 0.2200 0.3866 0.1945 0.1960 0.2013 0.2021 0.1998 0.2289 0.2109 0.2174 0.2292 0.2235 0.2339 0.4364 0.4281 0.3636


<iii>
ORCA calculation (ωB97M-V with the def2-TZVPD basis set) on a 2-piece molecular cluster, C6H17N2 overall.

Computed properties:
Lowest unoccupied orbital energy ... -7.8 eV
Gap between HOMO and LUMO ... 6.53 eV

```
! RIJCOSX wB97M-V def2-TZVPD def2/J DEFGRID3
* xyz 1 1
C -0.670 -0.630 1.745
N 0.193 -0.125 0.798
C 0.279 -0.864 -0.339
C 1.244 -0.360 -1.442
C 0.861 1.044 -1.928
C 1.459 -1.451 -2.482
C -2.097 0.074 1.624
N -2.136 1.480 1.763
H -0.783 -1.717 1.684
H -0.271 -0.438 2.734
H -1.385 1.956 1.280
H -0.667 -0.980 -0.935
H 0.430 -1.953 -0.206
H 2.173 -0.283 -0.872
H -0.226 1.085 -1.934
H 1.304 1.871 -1.382
H 1.192 1.179 -2.957
H 0.549 -1.674 -3.025
H 1.663 -2.349 -1.885
H 2.283 -1.322 -3.172
H -2.906 -0.374 2.192
H -2.411 -0.119 0.590
H 4.272 2.849 1.329
H -2.185 1.801 2.724
H 4.417 3.180 1.989
*
```

Charges obtained by natural (NBO) population analysis, quoted in units of e: -0.3297 0.0893 -0.3827 -0.2165 -0.6216 -0.6061 -0.1749 -0.7127 0.2341 0.2768 0.3836 0.3404 0.2967 0.2162 0.1946 0.2350 0.2408 0.2106 0.2057 0.2507 0.2664 0.2127 -0.0147 0.3903 0.0149


Relative to the most stable structure, the computed energies are <i> 0.0; <ii> 109.5; <iii> 107.7, all in kcal/mol.


<i>
ORCA calculation (ωB97M-V with the def2-TZVPD basis set) on C4H3NOS2 as an isolated structure.

Computed properties:
Lowest unoccupied orbital energy ... -1.5 eV
Gap between HOMO and LUMO ... 7.20 eV

```
! RIJCOSX wB97M-V def2-TZVPD def2/J DEFGRID3
* xyz 0 1
C 0.519 -0.301 -0.207
C -0.613 -1.299 -0.269
C -1.770 -0.620 0.149
C -0.268 1.101 0.011
H 2.314 1.478 0.920
H -0.825 -2.324 -0.655
H -2.769 -0.959 0.419
N 1.713 -0.744 -0.318
O -1.657 0.736 0.119
S 3.155 0.273 0.063
S 0.200 2.659 -0.231
*
```

Charges obtained by natural (NBO) population analysis, quoted in units of e: 0.1414 -0.3418 0.1569 0.1276 0.1360 0.2579 0.2168 -0.4618 -0.4778 0.1510 0.0937


<ii>
ORCA calculation (ωB97M-V with the def2-TZVPD basis set) on one molecule with the formula C4H3NOS2.

Computed properties:
Lowest unoccupied orbital energy ... -1.3 eV
Gap between HOMO and LUMO ... 7.85 eV

```
! RIJCOSX wB97M-V def2-TZVPD def2/J DEFGRID3
* xyz 0 1
C -1.961 -1.214 0.904
C -0.779 -0.887 0.937
C 0.569 -0.476 0.955
S 1.794 -1.336 1.581
C 0.862 0.936 0.381
O 1.097 1.836 1.099
N 0.732 1.042 -0.967
S 0.591 -0.208 -2.118
H -3.000 -1.512 0.879
H 0.813 1.927 -1.380
H -0.717 -0.108 -2.271
*
```

Charges obtained by natural (NBO) population analysis, quoted in units of e: -0.1220 -0.1000 -0.2713 0.1673 0.6481 -0.5362 -0.7654 0.2200 0.2494 0.4087 0.1014


Relative to the most stable structure, the computed energies are <i> 25.4; <ii> 0.0, all in kcal/mol.


<i>
ORCA calculation (ωB97M-V with the def2-TZVPD basis set) on a 4-piece molecular cluster, C2H11NO4 overall.

Computed properties:
Lowest unoccupied orbital energy ... 0.5 eV
Gap between HOMO and LUMO ... 9.94 eV

```
! RIJCOSX wB97M-V def2-TZVPD def2/J DEFGRID3
* xyz 0 1
C -0.059 -1.076 1.928
C 1.086 -1.219 0.956
N 1.218 -0.213 0.032
O 1.679 -2.268 0.847
H -0.891 -0.427 1.652
H 0.200 -0.830 2.958
H -0.529 -2.047 2.035
H 1.411 0.754 0.251
H 1.819 -0.477 -0.758
O -0.517 3.114 0.452
H -1.386 3.135 0.033
H -0.283 4.043 0.574
O 3.075 -1.519 -1.790
H 3.608 -1.826 -1.050
H 3.627 -1.161 -2.491
O -4.435 0.868 -2.121
H -5.366 0.664 -2.256
H -4.259 0.485 -1.253
*
```

Charges obtained by natural (NBO) population analysis, quoted in units of e: -0.7268 0.6774 -0.8622 -0.6098 0.2230 0.2317 0.2382 0.3956 0.4155 -0.9422 0.4737 0.4694 -0.9543 0.4933 0.4774 -0.9334 0.4668 0.4667


<ii>
ORCA calculation (ωB97M-V with the def2-TZVPD basis set) on a 4-piece molecular cluster, C2H11NO4 overall.

Computed properties:
Lowest unoccupied orbital energy ... 0.4 eV
Gap between HOMO and LUMO ... 10.52 eV

```
! RIJCOSX wB97M-V def2-TZVPD def2/J DEFGRID3
* xyz 0 1
N -0.662 0.163 1.048
C 0.346 0.860 0.208
C -0.113 2.205 -0.336
O -0.727 2.913 0.422
H -0.285 -0.068 1.960
H -1.366 0.861 1.277
H 0.622 0.121 -0.548
H 1.287 1.158 0.695
H 0.348 2.494 -1.291
O 1.368 1.664 -3.351
H 0.880 1.474 -4.165
H 1.948 0.897 -3.457
O -2.012 -2.364 0.156
H -1.252 -2.778 -0.261
H -1.849 -1.408 0.171
O 0.593 -3.013 2.313
H 1.212 -2.371 2.688
H -0.336 -2.806 2.469
*
```

Charges obtained by natural (NBO) population analysis, quoted in units of e: -0.8470 -0.3334 0.4210 -0.5298 0.3619 0.3738 0.1976 0.2093 0.1523 -0.9301 0.4680 0.4658 -0.9709 0.4682 0.4924 -0.9619 0.4724 0.4904


<iii>
ORCA calculation (ωB97M-V with the def2-TZVPD basis set) on a 4-piece molecular cluster, C2H11NO4 overall.

Computed properties:
Lowest unoccupied orbital energy ... 0.5 eV
Gap between HOMO and LUMO ... 10.59 eV

```
! RIJCOSX wB97M-V def2-TZVPD def2/J DEFGRID3
* xyz 0 1
C -1.287 -1.559 1.061
C -1.029 -0.086 0.815
N -1.250 0.365 -0.441
O -0.657 0.637 1.736
H -0.987 -2.186 0.198
H -2.348 -1.801 1.197
H -0.750 -1.901 1.937
H -1.290 -0.341 -1.157
H -0.857 1.289 -0.600
O 0.792 -1.760 -3.106
H 1.323 -1.527 -2.336
H 1.313 -1.416 -3.847
O -0.002 2.834 0.003
H 0.163 2.495 0.896
H 0.588 3.576 -0.145
O 2.186 0.800 1.081
H 1.336 0.340 1.085
H 2.756 0.241 1.622
*
```

Charges obtained by natural (NBO) population analysis, quoted in units of e: -0.7223 0.6668 -0.8207 -0.6651 0.2162 0.2434 0.2374 0.3966 0.4400 -0.9418 0.4700 0.4723 -0.9771 0.5073 0.4828 -0.9492 0.4773 0.4659


Relative to the most stable structure, the computed energies are <i> 14.8; <ii> 39.6; <iii> 0.0, all in kcal/mol.


<i>
ORCA calculation (ωB97M-V with the def2-TZVPD basis set) on one molecule with the formula C2H6NO2P.

Computed properties:
Lowest unoccupied orbital energy ... 0.8 eV
Gap between HOMO and LUMO ... 9.93 eV

```
! RIJCOSX wB97M-V def2-TZVPD def2/J DEFGRID3
* xyz 0 1
C -1.615 1.144 -0.234
P -0.634 -0.273 0.347
O -1.049 -1.601 -0.059
C 1.444 0.030 0.007
N 1.944 -1.145 -0.316
O 1.932 1.150 0.153
H -2.641 0.649 0.132
H -1.361 1.953 0.322
H -1.513 1.446 -1.323
H -0.658 -0.050 1.790
H 2.969 -1.444 -0.263
H 1.182 -1.860 -0.555
*
```

Charges obtained by natural (NBO) population analysis, quoted in units of e: -0.9826 1.5374 -1.1064 0.4816 -0.8438 -0.6122 0.2527 0.2406 0.2646 -0.0934 0.4212 0.4402


<ii>
ORCA calculation (ωB97M-V with the def2-TZVPD basis set) on C2H6NO2P as an isolated structure.

Computed properties:
Lowest unoccupied orbital energy ... 0.6 eV
Gap between HOMO and LUMO ... 10.40 eV

```
! RIJCOSX wB97M-V def2-TZVPD def2/J DEFGRID3
* xyz 0 1
C -2.733 -0.302 -0.939
C 1.460 -0.119 -0.444
N -3.281 -1.344 -0.767
O -2.218 0.728 -0.881
O 2.928 -0.136 -0.368
P 2.276 0.146 1.168
H 1.254 0.739 -1.071
H 0.969 -1.079 -0.747
H 0.060 1.139 2.144
H -3.685 -2.169 -1.091
H 0.728 0.886 1.859
H 2.242 1.511 1.136
*
```

Charges obtained by natural (NBO) population analysis, quoted in units of e: 0.8613 -0.3601 -0.7780 -0.5193 -0.7485 0.7842 0.2044 0.2000 0.0915 0.4364 -0.0871 -0.0848


Relative to the most stable structure, the computed energies are <i> 0.0; <ii> 67.5, all in kcal/mol.


<i>
ORCA calculation (ωB97M-V with the def2-TZVPD basis set) on a 2-piece molecular cluster, C7H16O2 overall.

Computed properties:
Lowest unoccupied orbital energy ... 0.6 eV
Gap between HOMO and LUMO ... 10.27 eV

```
! RIJCOSX wB97M-V def2-TZVPD def2/J DEFGRID3
* xyz 0 1
C 2.798 -0.589 1.408
C 1.897 0.403 1.336
C 0.397 0.210 1.586
C -0.120 -1.186 1.179
C -0.713 -1.297 -0.250
C -2.122 -0.764 -0.392
C -2.236 0.350 -1.395
O -1.445 1.453 -0.885
H 3.865 -0.390 1.406
H 2.694 -1.571 1.874
H 2.104 1.238 0.663
H -0.228 0.937 1.074
H 0.259 0.369 2.665
H 0.663 -1.908 1.255
H -0.924 -1.379 1.902
H -0.574 -2.351 -0.560
H 0.004 -0.822 -0.922
H -2.788 -1.536 -0.777
H -2.587 -0.582 0.576
H -3.224 0.729 -1.648
H -1.791 0.095 -2.357
H -0.709 1.856 -1.359
O 1.522 2.307 -2.499
H 1.625 1.448 -2.068
H 1.633 2.979 -1.812
*
```

Charges obtained by natural (NBO) population analysis, quoted in units of e: -0.4170 -0.1606 -0.4696 -0.3757 -0.4006 -0.4390 -0.0453 -0.7891 0.1982 0.1891 0.1858 0.2381 0.2134 0.2032 0.1953 0.2087 0.1942 0.2111 0.2135 0.1808 0.1679 0.4926 -0.9436 0.4746 0.4741


<ii>
ORCA calculation (ωB97M-V with the def2-TZVPD basis set) on a 2-piece molecular cluster, C7H16O2 overall.

Computed properties:
Lowest unoccupied orbital energy ... 0.7 eV
Gap between HOMO and LUMO ... 11.17 eV

```
! RIJCOSX wB97M-V def2-TZVPD def2/J DEFGRID3
* xyz 0 1
C -1.341 2.311 -0.550
C -1.595 1.218 -1.568
O -2.581 0.463 -1.527
O -0.648 1.024 -2.717
H -1.554 2.000 0.569
H -0.279 2.621 -0.290
H -1.996 3.230 -0.798
H -1.466 0.467 -3.249
C 0.187 -2.240 -1.357
C 1.073 -1.121 -0.694
C 0.296 -0.811 0.709
C 1.205 0.179 1.389
C 0.851 0.361 2.873
H 0.025 -3.300 -1.028
H -0.770 -1.784 -1.230
H 0.328 -2.361 -2.490
H 1.156 -0.252 -1.356
H 2.088 -1.401 -0.535
H -0.694 -0.541 0.533
H 0.192 -1.687 1.206
H 1.324 0.999 0.904
H 2.104 -0.484 1.148
H 0.759 -0.598 3.387
H 1.480 1.005 3.426
H -0.147 0.701 3.245
*
```

Charges obtained by natural (NBO) population analysis, quoted in units of e: -0.7665 0.7812 -0.5832 -0.7132 0.2614 0.2520 0.2655 0.5023 -0.6348 -0.3939 -0.3772 -0.3892 -0.6304 0.2160 0.2051 0.2014 0.2153 0.1905 0.1900 0.1945 0.1835 0.2066 0.2077 0.2081 0.2076


<iii>
ORCA calculation (ωB97M-V with the def2-TZVPD basis set) on a 3-piece molecular cluster, C7H16O2 overall.

Computed properties:
Lowest unoccupied orbital energy (alpha / beta) ... -0.2 / -0.2 eV
Gap between HOMO and LUMO (alpha / beta) ... 7.59 / 7.59 eV

```
! RIJCOSX wB97M-V def2-TZVPD def2/J DEFGRID3
* xyz 0 1
C -1.298 -0.759 -0.684
C -0.542 0.225 1.017
C -2.760 -0.712 -0.271
C -0.619 1.699 0.693
O -0.824 -2.089 -0.600
O -0.973 -0.098 -1.716
H 0.482 0.197 -1.587
H -0.340 -2.242 -1.422
H -1.432 -0.152 1.511
H 0.259 -0.018 1.703
H -3.075 0.312 -0.087
H -2.943 -1.329 0.608
H -3.341 -1.110 -1.106
H 0.285 2.058 0.195
H -0.754 2.306 1.595
H -1.445 1.918 0.016
C 2.476 0.233 1.040
C 1.675 -0.455 -0.006
C 1.634 0.032 -1.341
H 1.368 -1.476 0.181
H 2.319 1.314 1.018
H 3.538 0.066 0.817
H 2.285 -0.140 2.046
H 2.195 0.948 -1.518
H 1.831 -0.727 -2.103
*
```

Charges obtained by natural (NBO) population analysis, quoted in units of e: 0.7143 -0.5231 -0.6760 -0.6466 -0.7575 -0.7147 0.3801 0.4743 0.2074 0.1873 0.2200 0.2160 0.2268 0.1919 0.2058 0.2166 -0.7014 0.1455 -0.7746 0.2198 0.2366 0.2480 0.2282 0.2228 0.2523


<iv>
ORCA calculation (ωB97M-V with the def2-TZVPD basis set) on C7H16O2 as an isolated structure.

Computed properties:
Lowest unoccupied orbital energy ... 0.8 eV
Gap between HOMO and LUMO ... 8.21 eV

```
! RIJCOSX wB97M-V def2-TZVPD def2/J DEFGRID3
* xyz 0 1
C -1.048 -0.473 -2.396
C -1.099 0.313 -0.435
C 0.699 0.615 1.491
C 0.301 0.397 -0.483
C -1.912 -0.645 0.379
C 1.770 1.682 1.526
C 1.167 -0.732 1.985
O -0.308 0.131 -3.424
O -0.685 -1.818 -2.242
H -0.879 -2.284 -3.073
H 0.626 0.095 -3.173
H -2.100 -0.369 -2.680
H -1.598 1.271 -0.588
H -0.192 0.954 2.022
H 0.938 -0.440 -0.749
H 0.682 1.340 -0.868
H -1.425 -1.615 0.475
H -2.145 -0.224 1.362
H -2.884 -0.809 -0.097
H 1.388 2.646 1.177
H 0.382 -1.492 1.951
H 2.163 1.844 2.541
H 2.626 1.408 0.898
H 1.999 -1.109 1.380
H 1.534 -0.687 3.021
*
```

Charges obtained by natural (NBO) population analysis, quoted in units of e: 0.3588 -0.1520 -0.1742 -0.3999 -0.6504 -0.6309 -0.6385 -0.7223 -0.7559 0.4780 0.4699 0.1258 0.2046 0.1839 0.2071 0.2116 0.2240 0.2170 0.2206 0.2066 0.2107 0.1994 0.2001 0.2024 0.2034


Relative to the most stable structure, the computed energies are <i> 0.0; <ii> 24.0; <iii> 53.7; <iv> 39.8, all in kcal/mol.


<i>
ORCA calculation (ωB97M-V with the def2-TZVPD basis set) on a 2-piece molecular cluster, C4H9NO3 overall.

Computed properties:
Lowest unoccupied orbital energy ... 0.0 eV
Gap between HOMO and LUMO ... 10.10 eV

```
! RIJCOSX wB97M-V def2-TZVPD def2/J DEFGRID3
* xyz 0 1
C -1.055 -1.496 -0.559
C -0.308 -0.677 0.490
C 1.109 -1.127 0.647
O 2.083 -0.797 0.029
N -0.409 0.700 -0.104
C -1.490 1.496 0.037
O -1.506 2.592 -0.497
H -1.791 -1.050 -1.271
H -1.667 -2.340 -0.251
H -0.409 -1.909 -1.383
H -0.900 -0.681 1.440
H 1.096 -1.986 1.328
H 0.385 0.964 -0.662
H -2.381 1.124 0.561
O 2.680 2.022 0.195
H 2.842 1.100 -0.058
H 1.723 2.063 0.058
*
```

Charges obtained by natural (NBO) population analysis, quoted in units of e: -0.6499 -0.1766 0.4711 -0.5178 -0.6240 0.5143 -0.5967 0.2485 0.2247 0.2294 0.2294 0.1142 0.4063 0.1276 -0.9313 0.4775 0.4532


<ii>
ORCA calculation (ωB97M-V with the def2-TZVPD basis set) on one molecule with the formula C4H9NO3.

Computed properties:
Lowest unoccupied orbital energy ... 0.5 eV
Gap between HOMO and LUMO ... 10.49 eV

```
! RIJCOSX wB97M-V def2-TZVPD def2/J DEFGRID3
* xyz 0 1
O -2.976 1.828 0.128
C -1.793 1.606 0.062
O -0.910 2.447 0.653
N -1.245 0.540 -0.579
C 0.144 0.309 -0.932
C 1.011 -0.129 0.250
C 0.599 -1.480 0.785
O 0.838 -2.501 -0.206
H 0.002 2.158 0.514
H -1.911 -0.059 -1.033
H 0.169 -0.522 -1.622
H 0.583 1.216 -1.351
H 2.071 -0.124 -0.037
H 1.022 0.595 1.071
H 1.081 -1.742 1.719
H -0.478 -1.473 0.846
H 1.791 -2.669 -0.269
*
```

Charges obtained by natural (NBO) population analysis, quoted in units of e: -0.6162 0.8807 -0.6803 -0.6590 -0.2403 -0.4372 -0.0729 -0.7299 0.4753 0.4132 0.2363 0.1924 0.2087 0.1974 0.1772 0.1907 0.4639


Relative to the most stable structure, the computed energies are <i> 34.9; <ii> 0.0, all in kcal/mol.